The following is a quantum chemistry calculation of one molecule with the formula C22H24N4O2S, from the OMol25 dataset.

Element x y z (Å)
C1 5.055 -2.428 1.370
C2 3.783 -2.204 0.615
C3 3.252 -3.190 -0.209
C4 2.059 -2.988 -0.880
C5 1.371 -1.796 -0.745
C6 1.906 -0.802 0.064
N1 1.226 0.424 0.214
C7 0.957 1.400 -0.715
C8 1.320 1.310 -2.151
C9 0.264 0.538 -2.907
C10 0.606 -0.527 -3.729
C11 -0.377 -1.241 -4.394
C12 -1.710 -0.902 -4.236
C13 -2.058 0.164 -3.422
C14 -1.075 0.883 -2.767
N2 0.305 2.375 -0.152
N3 0.119 2.081 1.146
C15 0.671 0.923 1.364
S1 0.647 0.000 2.832
C16 -0.326 1.088 3.925
C17 -1.396 1.989 3.311
O1 -1.378 3.169 3.589
N4 -2.393 1.425 2.600
C18 -2.589 0.035 2.262
C19 -2.611 -0.130 0.734
O2 -3.573 0.702 0.139
C20 -3.331 2.061 0.455
C21 -3.376 2.286 1.966
C22 3.098 -1.004 0.743
H1 5.640 -3.227 0.921
H2 4.827 -2.709 2.398
H3 5.654 -1.521 1.398
H4 3.777 -4.127 -0.322
H5 1.655 -3.765 -1.512
H6 0.434 -1.634 -1.255
H7 2.292 0.824 -2.257
H8 1.380 2.328 -2.542
H9 1.644 -0.804 -3.845
H10 -0.100 -2.067 -5.032
H11 -2.476 -1.466 -4.747
H12 -3.095 0.434 -3.290
H13 -1.340 1.719 -2.137
H14 -0.774 0.415 4.659
H15 0.378 1.751 4.429
H16 -1.814 -0.596 2.690
H17 -3.564 -0.278 2.659
H18 -2.879 -1.155 0.467
H19 -1.617 0.096 0.323
H20 -4.113 2.632 -0.046
H21 -2.347 2.371 0.079
H22 -3.128 3.318 2.211
H23 -4.371 2.036 2.353
H24 3.491 -0.220 1.374

## Properties
* HOMO energy: -8.47 eV
* DFT total energy: -44094.373 eV
* SMILES: Cc1cccc(-n2c(Cc3ccccc3)nnc2SCC(=O)N2CCOCC2)c1
* Kohn-Sham gap: 0.3293 Ha
* energy above the lowest of the compared OMol25 structures with the same formula, charge and spin: 33.53 kcal/mol

These are the Mulliken partial charges, in e, on atoms 1 to 8:
1. C -1.462
2. C 0.750
3. C -0.577
4. C -1.191
5. C -0.119
6. C -0.910
7. N 0.926
8. C 0.783